(1)
# C41H77F9NO7PS

A cluster of 6 separate species, C41H77F9NO7PS in total at a distorted geometry (ωB97M-V with the def2-TZVPD basis set, OMol25).

Last column: Mulliken charge in e.
Atoms and positions in Å:
C: 1.145 4.041 -0.918  -0.23
C: 2.576 4.440 -0.192  0.30
C: 3.774 3.338 -0.421  -0.62
C: 3.494 1.892 0.368  -0.12
C: 4.334 0.744 -0.509  -0.08
C: 3.999 -0.803 0.030  -0.10
C: 5.164 -1.874 -0.407  -0.45
C: 4.810 -3.446 -0.038  -0.74
C: 3.421 -4.000 -0.714  -0.30
C: 3.593 -4.473 -2.301  -0.36
C: 2.131 -5.098 -2.817  -0.43
C: 2.060 -5.321 -4.439  -0.59
C: 1.892 -3.901 -5.302  -0.80
C: 0.927 -2.800 -4.572  -0.13
C: 1.331 -1.494 -3.986  0.40
P: 3.189 -0.930 -4.069  0.27
S: 3.365 0.904 -4.806  -0.40
C: 0.228 -0.494 -3.222  -0.19
O: 0.789 0.639 -2.713  -0.38
C: -1.379 -0.875 -3.052  0.44
C: -2.474 0.072 -2.225  0.64
F: -1.978 1.488 -2.043  -0.22
F: -3.744 0.250 -3.026  -0.29
C: -2.967 -0.613 -0.804  0.43
F: -4.461 -0.836 -0.756  -0.30
F: -2.379 -1.987 -0.581  -0.22
C: -2.598 0.250 0.538  0.24
F: -1.137 0.627 0.633  -0.24
F: -2.797 -0.704 1.695  -0.31
C: -3.609 1.513 0.850  0.69
F: -2.940 2.558 1.707  -0.21
F: -4.295 2.069 -0.337  -0.19
F: -4.700 0.946 1.728  -0.24
C: -1.777 -2.200 -3.678  0.26
C: -3.313 -2.824 -3.596  -0.46
C: -3.965 -2.839 -5.130  -0.49
C: -4.657 -1.416 -5.563  -0.44
N: -3.685 -0.363 -6.059  -0.49
C: -0.683 -3.184 -4.470  0.29
O: -1.089 -4.361 -5.019  -0.62
H: 0.391 3.754 -0.070  0.20
H: 1.254 3.222 -1.761  0.04
H: 0.763 5.023 -1.449  0.05
H: 2.427 4.695 0.955  -0.33
H: 2.931 5.462 -0.695  0.14
H: 3.817 3.120 -1.586  0.24
H: 4.808 3.801 -0.072  0.32
H: 2.334 1.620 0.318  -0.06
H: 3.846 1.939 1.483  0.25
H: 3.997 0.911 -1.627  -0.15
H: 5.508 0.949 -0.500  0.25
H: 3.019 -1.120 -0.570  -0.21
H: 3.713 -0.829 1.172  0.39
H: 5.410 -1.852 -1.558  0.16
H: 6.148 -1.548 0.185  0.36
H: 4.767 -3.489 1.153  0.31
H: 5.747 -4.126 -0.327  0.29
H: 2.518 -3.257 -0.558  0.06
H: 3.127 -4.984 -0.106  0.34
H: 3.991 -3.620 -2.999  0.08
H: 4.321 -5.418 -2.257  0.32
H: 1.214 -4.511 -2.366  0.06
H: 2.083 -6.186 -2.328  0.41
H: 3.021 -5.875 -4.835  0.35
H: 1.055 -5.928 -4.654  0.29
H: 1.326 -4.231 -6.300  0.31
H: 2.939 -3.509 -5.645  0.30
H: 4.005 -1.759 -4.915  0.13
H: 3.754 -0.947 -2.745  -0.08
H: -3.234 -3.977 -3.296  0.44
H: -3.998 -2.293 -2.809  0.09
H: -3.166 -3.094 -5.961  0.19
H: -4.777 -3.709 -5.197  0.34
H: -5.279 -1.038 -4.641  0.14
H: -5.441 -1.584 -6.439  0.37
H: -3.587 -0.366 -7.101  0.27
H: -2.750 -0.425 -5.600  0.17
C: 0.963 3.967 5.004  -1.14
C: 2.280 4.034 4.247  0.65
C: 3.419 4.473 5.153  -1.38
O: 2.156 4.952 3.164  -0.47
H: 0.691 4.951 5.403  0.11
H: 0.150 3.661 4.336  0.29
H: 1.021 3.256 5.834  0.43
H: 2.508 3.051 3.819  0.16
H: 3.233 5.474 5.558  0.32
H: 4.358 4.528 4.592  0.34
H: 3.550 3.778 5.988  0.39
H: 1.953 5.827 3.535  0.27
C: 0.004 9.309 -0.686  -1.32
C: 0.989 8.301 -1.257  0.38
C: 1.135 8.460 -2.762  -1.29
O: 0.537 6.982 -0.963  -0.51
H: -0.993 9.172 -1.119  0.35
H: -0.100 9.175 0.396  0.27
H: 0.331 10.335 -0.882  0.39
H: 1.965 8.428 -0.777  0.26
H: 0.177 8.293 -3.269  0.33
H: 1.837 7.721 -3.161  0.32
H: 1.496 9.461 -3.020  0.41
H: -0.329 6.860 -1.386  0.31
C: -3.305 -5.291 2.485  -1.06
C: -1.791 -5.210 2.597  0.48
C: -1.367 -4.182 3.634  -1.26
O: -1.243 -4.856 1.330  -0.45
H: -3.728 -4.330 2.172  0.31
H: -3.596 -6.026 1.726  0.23
H: -3.757 -5.577 3.440  0.40
H: -1.389 -6.192 2.866  0.22
H: -1.720 -3.182 3.362  0.14
H: -0.274 -4.126 3.695  0.34
H: -1.760 -4.435 4.624  0.40
H: -1.595 -3.985 1.083  0.27
C: -1.513 7.490 6.667  -1.23
C: -1.228 8.218 5.364  0.35
C: -2.452 8.243 4.462  -1.19
O: -0.155 7.570 4.685  -0.49
H: -1.792 6.446 6.480  0.28
H: -0.620 7.469 7.300  0.30
H: -2.324 7.974 7.220  0.41
H: -0.908 9.244 5.578  0.29
H: -2.764 7.227 4.197  0.29
H: -2.228 8.760 3.523  0.26
H: -3.291 8.750 4.950  0.39
H: -0.430 6.658 4.491  0.27
C: -2.189 -9.393 2.339  -0.98
C: -3.604 -9.874 2.061  0.28
C: -4.633 -9.015 2.780  -0.99
O: -3.736 -11.227 2.489  -0.56
H: -1.959 -9.449 3.409  0.32
H: -1.459 -10.027 1.825  0.34
H: -2.051 -8.359 2.006  0.13
H: -3.796 -9.851 0.982  0.28
H: -4.490 -9.059 3.865  0.31
H: -5.646 -9.381 2.580  0.34
H: -4.568 -7.971 2.460  0.16
H: -3.568 -11.256 3.446  0.35

**E_tot**: -104151.250 eV
**M**: 930.09 g/mol
**HOMO energy**: -8.5 eV

***

(2)
# C41H82Br17NO6P

A cluster of 9 separate species, C41H82Br17NO6P in total at a distorted geometry (ωB97M-V with the def2-TZVPD basis set, OMol25).

Last column: Mulliken charge in e.
Atoms and positions in Å:
C: 0.234 3.698 0.686  -1.25
C: -0.777 3.524 -0.471  1.23
C: -0.089 3.671 -1.829  -0.91
C: -0.583 2.721 -2.924  -1.36
C: -0.568 1.239 -2.526  0.14
N: 0.521 0.495 -3.269  0.77
C: 1.795 0.659 -2.513  -1.87
C: 2.086 -0.367 -1.417  1.56
C: 3.595 -0.282 -1.193  -0.52
C: 4.114 1.160 -0.939  -1.44
C: 4.963 1.701 -2.071  -0.62
O: 6.313 1.398 -1.796  -0.38
C: 7.160 1.634 -2.891  -0.76
C: 1.535 -1.818 -1.628  3.33
C: 0.425 -2.183 -0.608  -2.22
C: -1.029 -1.840 -0.970  0.70
P: -2.067 -2.591 0.325  0.88
O: -1.336 -3.521 1.183  -0.85
O: -2.619 -1.359 1.198  -0.52
C: -3.580 -0.541 0.485  0.33
C: -3.429 0.939 0.798  -0.56
O: -3.315 -3.201 -0.426  -0.42
C: -4.304 -3.801 0.459  0.32
C: -5.708 -3.285 0.157  -1.18
C: 2.619 -2.902 -1.404  -1.69
C: 2.979 -3.337 0.020  -0.15
O: 3.378 -4.484 0.235  -0.58
Br: 2.899 -2.134 1.560  -0.15
C: 1.023 -2.040 -3.089  -0.78
C: 2.094 -2.415 -4.107  -2.13
O: 3.108 -1.431 -4.154  -0.06
C: 4.386 -1.939 -4.531  -0.14
C: 4.443 -2.417 -5.967  -1.48
C: 0.179 -0.902 -3.680  -0.63
H: 0.437 2.717 1.103  0.36
H: 1.162 4.142 0.348  0.07
H: -0.150 4.336 1.474  0.40
H: -1.528 4.296 -0.352  0.64
H: -1.284 2.574 -0.359  -1.20
H: -0.289 4.677 -2.189  0.58
H: 0.993 3.622 -1.739  -0.02
H: 0.009 2.905 -3.821  0.41
H: -1.609 2.981 -3.160  0.44
H: -0.314 1.154 -1.479  0.27
H: -1.540 0.818 -2.738  0.28
H: 0.629 1.023 -4.130  0.67
H: 1.746 1.638 -2.057  0.00
H: 2.607 0.714 -3.224  0.57
H: 1.632 0.005 -0.499  0.36
H: 3.928 -0.880 -0.360  -0.23
H: 4.123 -0.647 -2.067  -0.23
H: 4.776 1.097 -0.081  1.26
H: 3.318 1.844 -0.655  0.32
H: 4.714 1.241 -3.033  0.53
H: 4.818 2.777 -2.210  0.31
H: 7.470 2.677 -2.959  0.27
H: 8.053 1.036 -2.753  0.27
H: 6.713 1.340 -3.843  0.30
H: 0.627 -1.657 0.313  0.21
H: 0.424 -3.252 -0.433  0.84
H: -1.340 -2.312 -1.897  0.45
H: -1.242 -0.779 -0.935  -0.67
H: -3.494 -0.671 -0.589  0.07
H: -4.563 -0.860 0.803  0.32
H: -3.003 1.481 -0.038  -0.04
H: -4.427 1.344 0.924  -0.10
H: -2.899 1.134 1.723  0.35
H: -4.242 -4.874 0.345  0.58
H: -4.079 -3.534 1.483  -0.30
H: -6.391 -4.082 -0.104  0.37
H: -6.101 -2.814 1.052  0.42
H: -5.688 -2.539 -0.624  0.14
H: 3.551 -2.693 -1.915  0.08
H: 2.232 -3.811 -1.849  0.81
H: 0.363 -2.901 -3.029  0.85
H: 2.505 -3.411 -3.963  0.70
H: 1.625 -2.449 -5.094  0.75
H: 5.071 -1.103 -4.422  0.23
H: 4.692 -2.715 -3.827  0.37
H: 3.789 -3.274 -6.089  0.34
H: 5.449 -2.775 -6.156  0.45
H: 4.183 -1.623 -6.653  0.33
H: -0.864 -1.074 -3.467  -0.50
H: 0.239 -0.938 -4.760  0.53
Br: -8.654 -2.227 -1.201  -0.12
C: -8.713 -0.362 -1.765  -0.46
C: -7.737 -0.055 -2.867  -0.66
Br: -5.912 0.098 -2.202  -0.06
H: -8.544 0.240 -0.877  0.23
H: -9.730 -0.207 -2.118  0.36
H: -7.958 0.914 -3.308  0.37
H: -7.726 -0.813 -3.642  0.38
Br: 3.820 -3.969 6.754  -0.17
C: 4.066 -4.072 4.825  -0.06
C: 3.002 -4.908 4.166  -0.27
Br: 3.299 -6.810 4.451  -0.15
H: 5.065 -4.460 4.659  0.46
H: 4.014 -3.044 4.475  -0.18
H: 3.027 -4.769 3.088  -0.12
H: 2.007 -4.686 4.538  0.44
Br: 3.707 5.197 -1.226  -0.16
C: 5.173 5.256 0.060  -0.65
C: 5.297 3.959 0.811  0.09
Br: 3.911 3.778 2.166  -0.13
H: 4.983 6.103 0.710  0.47
H: 6.067 5.444 -0.530  0.38
H: 6.239 3.919 1.353  0.42
H: 5.219 3.097 0.161  -0.46
Br: 2.625 1.298 7.426  -0.09
C: 4.211 0.210 7.721  -0.39
C: 5.299 0.554 6.742  -0.60
Br: 4.922 -0.175 4.978  -0.10
H: 3.898 -0.827 7.655  0.16
H: 4.532 0.430 8.737  0.36
H: 6.242 0.106 7.047  0.35
H: 5.429 1.623 6.615  0.38
Br: -7.143 2.261 1.761  -0.15
C: -7.112 4.202 1.594  -0.58
C: -6.274 4.643 0.426  -0.59
Br: -4.369 4.502 0.803  -0.10
H: -6.754 4.594 2.540  0.38
H: -8.149 4.495 1.449  0.35
H: -6.446 5.694 0.205  0.39
H: -6.461 4.051 -0.464  0.33
Br: -3.637 -3.205 4.205  -0.08
C: -4.654 -4.435 5.314  -0.58
C: -5.549 -5.312 4.481  -0.60
Br: -7.111 -4.347 3.835  -0.14
H: -5.204 -3.833 6.030  0.36
H: -3.915 -5.037 5.837  0.34
H: -5.941 -6.134 5.076  0.38
H: -5.043 -5.708 3.606  0.34
Br: -2.882 -0.240 -5.101  0.08
C: -3.045 -0.541 -7.016  -0.67
C: -1.761 -1.085 -7.581  -0.60
Br: -0.390 0.292 -7.712  -0.14
H: -3.336 0.407 -7.455  0.39
H: -3.851 -1.260 -7.137  0.38
H: -1.913 -1.449 -8.595  0.41
H: -1.343 -1.879 -6.971  0.32
Br: 0.468 5.346 6.434  -0.11
C: 0.031 4.459 8.111  -0.41
C: 0.618 5.178 9.295  -0.59
Br: 2.529 4.861 9.451  -0.13
H: 0.389 3.438 8.027  0.14
H: -1.055 4.460 8.165  0.35
H: 0.184 4.801 10.218  0.35
H: 0.481 6.253 9.244  0.37

**E_tot**: -1257629.859 eV
**M**: 2074.45 g/mol
**HOMO energy**: -11.0 eV
**Charge**: +1